DFT (ωB97M-V/def2-TZVPD) results for 2 unconnected molecules or ions with the total composition C4H10O3.

Last columns: bonded neighbours and bond lengths (Å).
Element x y z (Å)
1 C 0.9003 -0.5624 0.5989  C2 1.508, H7 1.094, H8 1.094, H9 1.093
2 C -0.5442 -0.8043 0.2417  C1 1.508, O3 1.436, C4 1.535, H10 1.095
3 O -1.2686 -1.3349 1.3621  C2 1.436, H11 0.966
4 C -0.6729 -1.7833 -0.9332  C2 1.535, C5 1.505, H12 1.085, H13 1.101
5 C -2.0178 -2.4573 -0.9640  C4 1.505, O6 1.202, H14 1.104
6 O -2.2984 -3.4153 -1.6338  C5 1.202
7 H 1.3453 -1.4958 0.9555  C1 1.094
8 H 1.5225 -0.3044 -0.2628  C1 1.094
9 H 1.0680 0.2075 1.3564  C1 1.093
10 H -1.0252 0.1317 -0.0616  C2 1.095
11 H -0.7444 -1.2292 2.1664  O3 0.966
12 H 0.2029 -2.4160 -1.0361  C4 1.085
13 H -0.7302 -1.1787 -1.8512  C4 1.101
14 H -2.7930 -1.9440 -0.3684  C5 1.104
15 O 2.2583 6.1716 -0.2577  H16 0.971, H17 0.966
16 H 1.9834 6.8229 0.4079  O15 0.971
17 H 2.8140 5.5919 0.2800  O15 0.966

Results
- F_max (Eh/bohr) = 0.0174
- relative energy (zero: lowest compared OMol25 entry of this formula, charge and spin) (eV) = 1.391
- E_HOMO (eV) = -9.6062
- electronic energy (a.u.) = -384.09852

DFT (ωB97M-V/def2-TZVPD) results for 2 unconnected molecules or ions with the total composition C4H10O3 in a non-equilibrium geometry.

Last columns: bonded neighbours and bond lengths (Å).
Element x y z (Å)
1 C -1.2241 -1.3442 -0.0137  C2 1.474, H7 1.131, H8 1.125, H9 1.098
2 C -0.1805 -0.3046 -0.0587  C1 1.474, O3 1.479, C4 1.590, H10 1.086
3 O -0.5375 0.9116 0.7027  C2 1.479, H11 0.970
4 C 1.2273 -0.7173 0.5540  C2 1.590, C5 1.491, H12 1.107, H13 1.090
5 C 2.2817 0.3370 0.5883  C4 1.491, O6 1.248, H14 1.140
6 O 3.0644 0.5614 1.5336  C5 1.248
7 H -1.2426 -1.8306 1.0070  C1 1.131
8 H -1.0675 -2.0999 -0.8316  C1 1.125
9 H -2.1884 -0.8647 -0.2260  C1 1.098
10 H -0.0346 0.1217 -1.0469  C2 1.086
11 H -0.0966 0.9683 1.5653  O3 0.970
12 H 0.9770 -0.9123 1.6143  C4 1.107
13 H 1.6130 -1.5170 -0.0776  C4 1.090
14 H 2.3218 1.0642 -0.2890  C5 1.140
15 O -2.0016 1.8043 -1.7996  H16 0.943, H17 0.926
16 H -1.1769 1.6522 -2.2306  O15 0.943
17 H -1.7348 2.1700 -0.9914  O15 0.926

Results
- F_max (Eh/bohr) = 0.0770
- relative energy (zero: lowest compared OMol25 entry of this formula, charge and spin) (eV) = 1.695
- E_HOMO (eV) = -10.2460
- electronic energy (a.u.) = -384.08732

DFT (ωB97M-V/def2-TZVPD) results for a gas-phase ion, C4H10O4P2 (charge -2) in a non-equilibrium geometry.

Last columns: bonded neighbours and bond lengths (Å).
Element x y z (Å)
1 C 2.9505 0.3837 0.7269  P2 1.851, H11 1.112, H12 1.117, H13 1.125
2 P 1.7249 -0.9641 0.3965  C1 1.851, C3 1.898, H14 1.310
3 C 0.2142 0.1111 -0.0090  P2 1.898, C4 1.502, C5 1.509, H15 1.043
4 C 0.0523 0.3563 -1.4817  C3 1.502, H16 1.179, H17 1.181, H18 1.101
5 C -0.9402 -0.7519 0.4370  C3 1.509, O6 1.398, P7 1.999, H19 1.114
6 O -1.1731 -1.9280 -0.2812  C5 1.398, H20 1.078
7 P -2.5869 0.3355 0.1186  C5 1.999, O8 1.516, O9 1.511, O10 1.541
8 O -2.1729 1.7927 0.1766  P7 1.516
9 O -2.9396 -0.1454 -1.2698  P7 1.511
10 O -3.5199 -0.2092 1.2175  P7 1.541
11 H 3.2348 1.0392 -0.1255  C1 1.112
12 H 3.9308 0.2197 1.2360  C1 1.117
13 H 2.2643 0.9080 1.4472  C1 1.125
14 H 1.3832 -0.8636 1.6571  P2 1.310
15 H 0.1612 0.9433 0.6177  C3 1.043
16 H 0.1211 -0.7577 -1.8608  C4 1.179
17 H 0.8636 1.0072 -2.0404  C4 1.181
18 H -0.8196 1.0130 -1.6225  C4 1.101
19 H -0.7372 -0.9128 1.5203  C5 1.114
20 H -2.0116 -1.5771 -0.8604  O6 1.078

Results
- F_max (Eh/bohr) = 0.0576
- relative energy (zero: lowest compared OMol25 entry of this formula, charge and spin) (eV) = 0.000
- E_HOMO (eV) = 0.1940
- electronic energy (a.u.) = -1142.08074
- charge = -2